Formula: C3H5N2OP
Source: the OMol25 dataset
Level of theory: ωB97M-V/def2-TZVPD

Calculated values
E_LUMO (spin up / spin down), eV: -0.888 / -0.886
Total charge: 0
ΔE to the lowest compared entry with this formula, charge and spin, kJ/mol: 484.57

Atoms and positions in Å:
O  1.48  1.59  -0.62
C  0.82  1.35  0.37
C  -0.74  -0.27  -0.58
H  -1.79  -0.12  -0.33
H  -0.37  0.38  -1.39
H  -0.04  -1.77  1.75
N  0.71  2.39  1.33
N  0.12  0.03  0.63
H  -0.64  -1.31  -0.86
P  -0.43  2.60  2.49
H  1.41  3.10  1.22
C  0.28  -0.62  1.77